Entry 1:
The following is a DFT calculation (ωB97M-V/def2-TZVPD) of the ion C5H8N5O with charge +1 in a non-equilibrium geometry.

Computed properties:
* energy relative to the best compared isomer or geometry (same formula, charge and spin): 278.5 kJ/mol
* max |F|: 0.09332 Eh/bohr
* structure (SMILES): [NH2+]=C(NNC=O)n1ccnc1
* molecular weight: 154.15 g mol⁻¹
* gap between HOMO and LUMO: 9.34 eV
* E_HOMO: -13.785 eV
* total charge: +1

CARTESIAN COORDINATES (ANGSTROEM)
1 N 0.672 -1.436 0.272
2 C 0.041 -0.319 0.204
3 N 1.037 1.060 0.384
4 N 2.140 1.076 -0.446
5 C 3.218 0.274 -0.301
6 O 3.193 -0.757 0.341
7 N -1.238 -0.069 0.049
8 C -2.278 -0.997 -0.124
9 C -3.418 -0.279 -0.182
10 N -3.143 1.069 -0.047
11 C -1.886 1.193 0.082
12 H 0.212 -2.335 0.165
13 H 1.726 -1.393 0.429
14 H 1.321 0.974 1.363
15 H 2.165 1.880 -1.064
16 H 4.109 0.631 -0.829
17 H -2.113 -2.052 -0.195
18 H -4.427 -0.618 -0.312
19 H -1.332 2.100 0.212

Entry 2:
The following is a DFT calculation (ωB97M-V/def2-TZVPD) of a structure of composition C4H12N4 in a non-equilibrium geometry.

Computed properties:
* energy relative to the best compared isomer or geometry (same formula, charge and spin): 267.0 kJ/mol
* max |F|: 0.05663 Eh/bohr
* molecular weight: 116.17 g mol⁻¹
* gap between HOMO and LUMO: 8.13 eV
* E_HOMO: -7.356 eV
* total charge: 0

CARTESIAN COORDINATES (ANGSTROEM)
1 C 1.727 0.172 0.278
2 C -1.061 1.331 0.501
3 C -1.857 0.466 1.289
4 N 1.184 -1.035 -0.271
5 N 0.752 0.878 1.136
6 C 0.376 -1.039 -1.417
7 N -0.689 -1.912 -1.311
8 N 0.541 -0.356 -2.477
9 H 0.910 -1.712 0.427
10 H 1.188 1.652 1.631
11 H -1.284 -1.897 -2.126
12 H -1.189 -1.884 -0.432
13 H 1.386 0.205 -2.465
14 H 2.625 -0.079 0.856
15 H 2.018 0.840 -0.534
16 H -0.986 1.134 -0.562
17 H -1.027 2.394 0.721
18 H 0.183 0.220 1.793
19 H -2.487 -0.254 0.778
20 H -2.308 0.878 2.186